Entry 1:
Density functional theory data (the ωB97M-V functional and the def2-TZVPD basis) for a molecular structure, C5H4N2O.

```
12
Properties=species:S:1:pos:R:3:forces:R:3:nbo_charge:R:1
C 1.42286 -0.73277 1.16158 -0.8434 1.8355 0.1169 -0.311
C 0.79514 0.50772 1.17467 0.6073 -1.9860 2.6613 -0.235
C -0.10890 0.51730 0.02634 3.5323 -5.0000 1.6296 0.185
C -1.62150 0.93018 -1.48540 -0.5642 -0.0466 -0.2989 0.755
C -0.38234 -0.79459 -0.78439 -2.5862 -1.1849 -1.6367 0.092
H 1.25857 -1.45402 0.18088 2.2854 2.1220 4.4653 0.173
H 1.88126 -0.94528 2.12096 0.6975 -0.8752 -0.5481 0.218
H 0.77378 1.28680 2.32635 -0.0066 -2.4767 -4.3818 0.268
H 0.48782 -1.70303 -0.55184 -4.6632 1.6578 -2.3755 0.191
N -0.60669 1.42521 -0.53946 -4.9005 6.5536 -3.2528 -0.454
N -1.48849 -0.66513 -1.56542 4.7931 1.3575 2.5838 -0.426
O -2.41152 1.62760 -2.06428 1.6485 -1.9571 1.0368 -0.456
```
Positions in Å, forces in eV/Å.

Summary:
2S+1   1
Relative energy (zero: lowest compared OMol25 entry of this formula, charge and spin)   536.8 kJ/mol

***

Entry 2:
Density functional theory data (the ωB97M-V functional and the def2-TZVPD basis) for 10 unconnected molecules or ions with the total composition C32H76F8O28S9.

```
153
Properties=species:S:1:pos:R:3:forces:R:3:lowdin_charge:R:1
F 2.24663 4.24135 0.13333 0.0566 -0.2773 0.3022 0.091
C 3.37907 4.89166 -0.20083 -0.2877 0.1330 -0.5389 -0.312
F 4.03335 5.27183 0.90658 0.1107 0.1434 0.2177 0.108
C 4.27173 3.95914 -1.02812 -0.9684 -0.1642 0.1865 -0.446
F 5.26909 4.68265 -1.56135 0.3110 0.0371 0.0006 0.146
F 3.48444 3.51584 -2.05641 0.1625 0.0601 -0.3463 0.097
C 4.74826 2.75486 -0.26294 0.5995 -0.1203 0.3211 -0.017
O 5.74867 2.10372 -1.06261 -0.0634 0.4928 0.1422 0.061
C 5.63015 0.78688 -1.21973 0.0803 0.1703 -0.0410 -0.561
F 5.50788 0.14085 -0.03158 -0.2258 -0.1691 -0.1857 0.143
F 4.51742 0.49256 -1.95550 0.0471 -0.3728 0.1421 0.122
C 6.89103 0.32425 -1.95131 -0.1461 -0.4588 -0.5007 -0.286
F 7.93319 0.41724 -1.11996 0.2637 0.0547 0.2098 0.123
F 6.75665 -0.97640 -2.32341 -0.1104 -0.0690 0.1479 0.081
H 3.08530 5.75549 -0.80048 0.1869 0.1417 0.0319 0.177
H 3.89392 2.11169 -0.06357 -0.0388 -0.0073 -0.0399 0.135
H 5.21038 3.02431 0.68543 -0.0825 0.1574 -0.0173 0.149
H 7.07201 0.90601 -2.85413 -0.0396 0.1993 0.0611 0.176
C 3.80142 -3.21224 -1.34805 -0.0027 0.5668 -0.3721 -0.049
C 2.83909 -3.49077 -0.21857 0.6068 0.1830 -0.0746 -0.233
O 1.50454 -3.48537 -0.79391 0.1010 -0.1543 0.1839 -0.285
S 0.51631 -4.62429 -0.32705 0.1795 -0.1596 -0.7220 0.533
C 1.14277 -6.05381 -1.16205 0.2736 0.1075 0.1791 -0.098
O 0.64424 -4.80109 1.07727 -0.1588 -0.1203 0.6438 -0.258
O -0.72688 -4.28813 -0.93369 -0.4040 0.1119 0.0174 -0.269
H 4.83610 -3.14108 -1.01713 0.0001 -0.2252 0.1890 0.086
H 3.58560 -2.24457 -1.80605 -0.1206 0.0460 0.0505 0.070
H 3.72200 -3.94758 -2.15031 0.0464 -0.1633 0.1711 0.081
H 3.08154 -4.43863 0.26383 -0.3231 -0.0899 -0.0502 0.118
H 2.86642 -2.72357 0.55469 -0.0648 0.0593 -0.0432 0.114
H 0.30977 -6.74038 -1.27904 0.0023 -0.0388 -0.0391 0.079
H 1.93132 -6.50140 -0.56219 -0.0181 -0.0387 0.0092 0.074
H 1.54081 -5.73123 -2.12058 -0.1655 -0.0801 -0.1095 0.070
C 1.24062 0.71495 -2.24924 0.2467 0.5805 -0.4264 -0.051
C 1.25367 0.08641 -0.88557 -0.0515 0.2870 -0.4546 -0.224
O 0.06437 0.59100 -0.21538 0.4224 -0.3627 0.3187 -0.250
S -0.40115 -0.22972 1.05051 -1.0360 -0.1813 -0.7684 0.553
C -1.40508 -1.47823 0.34200 0.2267 -0.1625 0.2186 -0.112
O 0.71549 -0.83835 1.69395 0.8433 -0.1722 0.3288 -0.266
O -1.24580 0.65574 1.77178 -0.2600 0.6202 0.5958 -0.269
H 2.02418 0.31226 -2.89587 -0.0725 -0.2485 0.1181 0.080
H 1.45106 1.78570 -2.19355 -0.1736 0.0372 0.1286 0.074
H 0.27008 0.58544 -2.72851 0.0289 -0.1299 -0.0329 0.063
H 1.21538 -0.99923 -0.97854 -0.0545 -0.0445 0.2656 0.101
H 2.11082 0.40352 -0.29332 0.0876 -0.2133 -0.0046 0.105
H -2.36313 -1.04542 0.07618 0.0237 0.0346 -0.1452 0.079
H -1.53861 -2.23997 1.10866 -0.0572 -0.0024 0.0000 0.065
H -0.88756 -1.89784 -0.51324 -0.1206 -0.0406 -0.1173 0.037
C 1.25768 1.09750 -8.81164 -0.2993 0.3434 -0.6091 -0.067
C 0.92740 1.26451 -7.35583 -0.1260 -0.7253 0.0392 -0.280
O 0.05532 2.39884 -7.23380 0.1646 -0.0848 0.0832 -0.249
S -0.38545 2.82875 -5.76413 0.9421 0.7099 -0.1617 0.558
C 1.11157 3.54940 -5.14646 0.3751 -1.0599 0.0059 -0.102
O -1.31017 3.87607 -5.97106 -0.7525 0.1154 -0.0372 -0.241
O -0.68433 1.64769 -5.01439 -0.2788 -0.3129 0.1767 -0.289
H 0.38687 0.81674 -9.40708 -0.0921 -0.0857 0.2136 0.083
H 2.02139 0.34009 -8.97586 0.1175 0.0645 0.1163 0.082
H 1.57427 2.05903 -9.22097 0.3002 -0.1203 0.0398 0.086
H 0.40178 0.38895 -6.96439 0.0631 0.0446 0.0204 0.107
H 1.84380 1.38558 -6.77182 -0.0860 0.2659 0.0552 0.116
H 1.77949 2.71877 -4.90378 -0.0412 0.0731 0.1457 0.059
H 0.90188 4.10022 -4.23327 -0.0996 0.2265 -0.1206 0.057
H 1.58323 4.10029 -5.95371 -0.2337 0.4573 0.1269 0.080
C 0.25764 -3.37087 4.09532 0.6821 -0.4168 0.0695 -0.061
C -0.51266 -2.37178 4.91615 -0.2452 -0.3489 -0.4504 -0.251
O 0.44150 -1.46333 5.49824 0.2468 0.0485 0.0205 -0.251
S -0.12875 -0.18812 6.24726 -0.3486 -0.4894 -0.5782 0.552
C -0.61617 0.78484 4.86869 -0.6964 0.2703 0.0868 -0.128
O -1.25810 -0.60015 7.01544 -0.2391 0.2094 0.1783 -0.266
O 0.99307 0.43566 6.84833 0.5903 0.2298 0.3817 -0.263
H -0.38177 -4.14651 3.67238 -0.1903 0.2509 -0.0984 0.059
H 1.01093 -3.91591 4.67145 -0.0816 0.1948 0.2164 0.090
H 0.78796 -2.85876 3.29122 -0.1679 -0.0641 -0.0884 0.055
H -1.17527 -1.84567 4.21930 -0.0516 0.2218 0.2847 0.115
H -1.10886 -2.81960 5.70857 0.0266 -0.0002 0.0341 0.123
H 0.17083 0.71736 4.12516 -0.0419 0.1765 -0.1022 0.054
H -0.81081 1.80401 5.20049 0.3529 0.0360 0.0768 0.088
H -1.56774 0.42972 4.47728 0.1809 -0.2775 -0.1559 0.050
C -3.38697 7.20833 -0.16129 -0.1969 0.8048 0.3672 -0.071
C -3.22157 5.75211 -0.50762 -0.3170 0.6755 -0.4149 -0.260
O -1.81255 5.53791 -0.73349 0.3703 -0.2054 0.0429 -0.252
S -1.37164 4.42540 -1.78656 -0.9776 0.3360 1.1844 0.564
C -1.77668 2.96380 -0.86961 0.9484 0.5031 -0.5358 -0.097
O -2.23050 4.53638 -2.91742 0.0517 -0.1786 -0.5719 -0.267
O 0.04255 4.56268 -1.89583 0.3128 -0.0901 -0.3070 -0.276
H -2.75495 7.52550 0.67055 0.0516 -0.2706 0.0294 0.081
H -4.41418 7.43702 0.13416 -0.0201 -0.2617 -0.0182 0.083
H -3.16046 7.88566 -0.98585 0.1124 -0.2923 -0.1856 0.082
H -3.61117 5.11853 0.28994 0.2907 -0.1647 0.0457 0.117
H -3.75990 5.55035 -1.43369 0.0032 -0.1919 0.0405 0.115
H -1.07878 2.96522 -0.03692 -0.1911 -0.1527 0.2000 0.071
H -1.52243 2.14792 -1.54321 -0.4045 -0.2474 0.1483 0.066
H -2.81432 3.03803 -0.56517 -0.0739 -0.2756 -0.0713 0.070
C -2.65059 -6.30278 2.83936 -0.0746 -0.3240 0.1117 -0.058
C -2.90010 -5.00607 2.13539 0.6045 0.4927 -0.4415 -0.275
O -4.29202 -4.90244 1.77506 -0.2617 -0.1044 0.5455 -0.244
S -4.90407 -3.47197 1.43956 1.1978 -0.7448 -0.6821 0.561
C -4.72776 -3.51665 -0.31600 -0.2493 0.6236 0.1404 -0.114
O -6.25999 -3.49903 1.82305 -0.8756 -0.0362 0.1626 -0.239
O -4.01053 -2.48649 1.96636 0.1184 0.6028 0.2081 -0.299
H -1.60727 -6.34678 3.15369 0.0464 0.0310 -0.0684 0.076
H -2.84045 -7.14901 2.17904 -0.0633 -0.0322 0.0783 0.084
H -3.26804 -6.39222 3.73306 -0.0626 -0.0212 -0.0531 0.088
H -2.60042 -4.15727 2.75020 -0.2757 -0.0091 0.1008 0.097
H -2.30692 -4.93413 1.21668 -0.0480 -0.0924 0.0123 0.104
H -5.18900 -2.60821 -0.70272 -0.0171 -0.0511 -0.0697 0.080
H -5.23780 -4.39256 -0.70110 0.0493 -0.0573 -0.0256 0.082
H -3.66686 -3.49728 -0.55398 0.0186 -0.1893 -0.0440 0.055
C -4.55808 1.25655 6.23971 -0.1719 0.3177 -0.3009 -0.053
C -5.67455 1.14089 5.21254 0.2990 0.3818 0.7537 -0.241
O -5.59436 2.32852 4.37448 0.0427 -0.1962 0.0114 -0.259
S -5.72284 2.08648 2.81856 0.7446 -0.1097 0.3736 0.544
C -4.19833 1.26358 2.43730 -0.3856 -0.5740 0.1704 -0.126
O -6.82790 1.22746 2.57907 -0.4735 -0.3686 -0.2944 -0.260
O -5.64087 3.37649 2.22896 -0.1343 0.5232 -0.2158 -0.275
H -4.60159 0.45848 6.97780 0.0876 -0.1402 -0.1228 0.086
H -4.65140 2.20535 6.76917 -0.0162 -0.0065 0.0041 0.085
H -3.59676 1.26468 5.72510 0.0842 -0.1810 0.1726 0.057
H -5.57629 0.23875 4.61351 -0.1789 -0.0229 -0.0367 0.109
H -6.63989 1.17995 5.71293 -0.1210 -0.2159 -0.2188 0.125
H -3.40513 1.72671 3.01421 0.1503 0.3404 -0.4368 0.063
H -4.12402 1.34294 1.35613 0.4321 0.1784 0.0265 0.067
H -4.20836 0.20099 2.68506 -0.3009 0.0244 0.0360 0.059
C 4.14990 -1.24193 3.14487 0.0810 -0.1770 0.3543 -0.046
C 3.55046 0.11273 2.88134 -0.2282 0.0523 -0.3896 -0.259
O 4.56888 1.11336 3.11921 0.3015 -0.2834 -0.1155 -0.255
S 4.14907 2.52115 3.69832 -0.3572 -0.1106 0.3064 0.541
C 3.39610 2.06828 5.23508 0.0522 0.4913 -0.4558 -0.105
O 5.35873 3.20902 3.96836 0.6420 0.1496 0.0013 -0.257
O 3.19079 3.10645 2.81973 -0.5225 0.0312 -0.2570 -0.269
H 4.62205 -1.27988 4.12799 -0.1172 0.0323 0.0365 0.087
H 4.92065 -1.49744 2.41734 -0.0725 0.0896 -0.1133 0.078
H 3.36064 -1.99567 3.12062 0.0196 -0.0020 -0.0636 0.073
H 3.19559 0.16301 1.84915 0.1803 0.2807 -0.0009 0.096
H 2.68047 0.33105 3.49788 0.0404 -0.2476 0.1079 0.092
H 2.44115 1.60096 5.02898 0.0647 -0.2929 0.2673 0.034
H 3.20222 2.98788 5.78151 0.1473 0.0435 0.0297 0.086
H 4.13343 1.45077 5.73686 -0.2624 -0.1672 0.2437 0.087
C 0.79947 -3.04553 -4.29430 -0.4303 -0.4013 0.0256 -0.052
C -0.35563 -2.28808 -4.92297 0.7757 -0.0654 0.1116 -0.259
O -1.58923 -2.90320 -4.49625 -0.0352 -0.1491 -0.0107 -0.243
S -2.62031 -1.99563 -3.73091 -0.3427 1.0045 -0.2913 0.565
C -3.19820 -0.88723 -5.00473 0.1569 0.1793 0.6101 -0.085
O -3.69982 -2.82824 -3.34245 -0.2815 -0.6825 0.2593 -0.260
O -1.92444 -1.22583 -2.74481 0.3053 0.0407 0.2256 -0.279
H 1.75566 -2.65935 -4.64503 0.0137 0.0309 0.0472 0.085
H 0.72060 -4.10805 -4.53804 0.1136 0.0580 -0.1565 0.085
H 0.72630 -2.98378 -3.20860 0.1373 0.2157 0.0139 0.060
H -0.28107 -1.24400 -4.61138 -0.3721 0.0363 -0.0718 0.100
H -0.33891 -2.35223 -6.01083 -0.0220 0.0270 -0.0163 0.123
H -2.53237 -1.00593 -5.85116 -0.2990 0.0747 -0.3302 0.063
H -3.12008 0.12264 -4.61735 0.2265 0.1326 0.0300 0.065
H -4.25145 -1.08446 -5.17610 0.1277 -0.3286 -0.3702 0.073
```
Positions in Å, forces in eV/Å.

Summary:
2S+1   1
SMILES   FC(F)C(F)(F)COC(F)(F)C(F)F.CCOS(C)(=O)=O.CCOS(C)(=O)=O.CCOS(C)(=O)=O.CCOS(C)(=O)=O.CCOS(C)(=O)=O.CCOS(C)(=O)=O.CCOS(C)(=O)=O.CCOS(C)(=O)=O.CCOS(C)(=O)=O

***

Entry 3:
Density functional theory data (the ωB97M-V functional and the def2-TZVPD basis) for 2 unconnected molecules or ions with the total composition C33H25ClNO6S.

```
67
Properties=species:S:1:pos:R:3:forces:R:3:nbo_charge:R:1
O -9.81766 -0.85726 1.34477 0.9180 1.9529 -0.2535 -0.395
N -9.16422 0.20958 1.30889 -2.6406 0.2186 0.2114 0.504
O -9.68093 1.35213 1.28192 0.6352 -2.2096 -0.1422 -0.397
C -7.75326 0.12889 1.37738 2.4828 0.1724 1.2015 -0.005
C -7.00053 1.31799 1.49386 0.2317 -0.1737 -0.6107 -0.172
C -5.61564 1.26488 1.69184 -0.0067 -0.4247 -0.4246 -0.201
C -4.97371 0.01148 1.82179 -0.4994 0.0269 0.7396 -0.272
S -3.19331 -0.05390 2.21795 0.8237 1.3077 -2.5307 2.134
C -2.35245 -0.39156 0.70855 -2.2950 -1.6010 0.9841 -0.957
Cl -1.40416 0.88310 0.02555 -0.9411 0.8955 -0.5036 -0.003
O -2.86266 1.32180 2.53846 -0.0531 -0.0143 1.0630 -0.987
O -3.02363 -1.11402 3.17804 -0.3629 -0.1154 0.1468 -0.951
C -5.73561 -1.17092 1.78550 0.0384 0.4835 -0.4066 -0.157
C -7.11080 -1.10917 1.58105 -0.1598 0.2686 -0.7012 -0.192
H -7.48569 2.28370 1.34047 0.0868 -0.4012 0.2054 0.243
H -5.01847 2.18979 1.67254 -0.3161 -0.6327 0.2725 0.255
H -3.12143 -0.83347 0.04180 0.7804 0.3395 0.0234 0.203
H -5.23098 -2.13582 1.84902 -0.1874 0.2810 0.2336 0.231
H -7.69404 -2.01544 1.48449 0.0022 0.0441 0.1905 0.239
C 2.85793 3.65851 5.20786 -0.1387 -0.2558 0.0004 -0.264
O 2.74890 2.21804 5.20842 0.2301 1.1950 -0.0293 -0.513
C 2.11408 1.63484 4.16707 -0.4214 -1.0638 -0.5331 0.384
C 1.96973 0.23098 4.26200 0.0466 0.3144 0.3009 -0.291
C 1.30156 -0.49282 3.30014 -0.4044 0.3701 -1.6090 -0.147
C 0.86191 0.13910 2.10347 0.0729 1.6248 0.8144 -0.151
C 0.37592 -0.68273 0.98318 2.4025 -1.1932 -1.4106 0.042
C 1.14226 -0.80538 -0.23011 -1.3241 0.4577 2.2832 -0.101
C 0.80884 -1.73872 -1.25092 0.8040 -0.7501 -0.7078 -0.124
C 1.61473 -1.94626 -2.36380 -0.6166 0.3660 0.9296 -0.174
C 1.23321 -2.96164 -3.37453 -0.6552 -0.3618 -0.7422 0.046
C -0.07910 -3.51759 -3.40869 0.7010 -0.1997 -0.0163 -0.224
C -0.41203 -4.51395 -4.33400 0.2025 0.3905 0.1051 -0.222
C 0.51386 -4.94089 -5.29741 -0.0568 0.0763 0.1614 -0.231
C 1.78819 -4.36760 -5.30821 -0.7936 -0.0390 0.0496 -0.215
C 2.11819 -3.37755 -4.38684 0.1928 -0.3910 0.2178 -0.234
C 2.87260 -1.14451 -2.50869 0.4099 -0.4261 -0.5978 0.512
O 3.80725 -1.46534 -3.27873 -1.3137 0.2505 0.9325 -0.639
C 2.95964 0.05831 -1.66496 -0.7791 0.0785 1.1498 -0.172
C 3.86193 1.18304 -1.98632 0.3738 1.0647 -0.1017 0.046
C 3.69479 2.46890 -1.38912 0.3828 -0.3625 -0.2937 -0.225
C 4.52577 3.54380 -1.73140 -0.2012 -0.3519 -0.1078 -0.223
C 5.51884 3.39966 -2.70949 -0.1400 -0.2802 0.0546 -0.235
C 5.68407 2.14630 -3.31114 -0.1958 0.6233 0.2735 -0.203
C 4.86868 1.07477 -2.95710 0.3395 -0.0588 -0.0058 -0.237
C 2.19195 0.11272 -0.51937 0.8589 0.0895 -1.0451 -0.139
C 0.95399 1.55900 2.06597 0.0618 -0.8225 -0.2791 -0.155
C 1.57671 2.29551 3.05730 0.4132 0.0588 0.8951 -0.338
H 3.32868 3.86977 6.18064 -0.2211 0.1560 -0.5073 0.199
H 3.49118 4.05131 4.37474 -0.3692 -0.4760 0.5559 0.180
H 1.85509 4.14643 5.14175 0.6606 -0.4233 0.1356 0.184
H 2.39107 -0.28998 5.11721 -0.1192 0.2287 0.0271 0.219
H 1.11869 -1.56509 3.35466 0.3258 0.1747 0.3309 0.219
H -0.43613 -1.38525 1.26255 0.5156 0.4225 -0.7058 0.272
H -0.06038 -2.36703 -1.05479 0.1888 0.1582 -0.1889 0.213
H -0.82411 -3.19020 -2.67821 0.2119 -0.1613 -0.3773 0.210
H -1.41495 -4.94135 -4.29886 0.2457 0.0966 -0.0962 0.206
H 0.22734 -5.70000 -6.03512 0.1626 0.2747 0.3513 0.203
H 2.52074 -4.68642 -6.04587 -0.0920 0.0986 0.1086 0.204
H 3.11614 -2.96779 -4.41192 -0.1472 0.0217 0.0537 0.258
H 2.90491 2.63400 -0.65344 0.2314 -0.0157 -0.2740 0.207
H 4.36576 4.51010 -1.24819 0.0497 -0.2689 -0.1493 0.205
H 6.13717 4.25440 -3.00631 -0.2186 -0.3692 0.1657 0.204
H 6.44925 2.01009 -4.07388 -0.1528 -0.0098 0.1463 0.203
H 5.02888 0.11530 -3.43039 -0.0569 0.2005 0.0868 0.259
H 2.39700 0.91565 0.16891 -0.0808 -0.0479 0.1833 0.216
H 0.51997 2.15191 1.26912 0.0210 -0.4502 -0.1860 0.229
H 1.64842 3.38386 2.97895 -0.1443 -0.4317 -0.0477 0.216
```
Positions in Å, forces in eV/Å.

Summary:
2S+1   1
Relative energy (zero: lowest compared OMol25 entry of this formula, charge and spin)   613.3 kJ/mol
Charge   -1

***

Number 1: orbital gap 0.345 Eh. Number 2: orbital gap 0.398 Eh. Number 3: orbital gap 0.199 Eh.